{"formula": "C19H19N8OsSe", "method": "wB97M-V/def2-TZVPD", "e_lumo_ev": [-10.77, -12.25], "spin_multiplicity": 5, "de_lowest_kj_mol": 13.7, "total_charge": 3, "symbols": ["Os", "N", "C", "N", "C", "N", "C", "C", "N", "C", "C", "N", "H", "H", "H", "H", "H", "C", "C", "C", "C", "C", "C", "C", "C", "N", "H", "H", "H", "H", "H", "H", "C", "N", "C", "C", "N", "C", "C", "Se", "H", "H", "H", "H", "H", "H", "H", "H"], "positions_angstrom": [[0.56966, 0.07699, -0.10644], [-0.65649, 3.54920, -2.47254], [-0.07005, 2.35837, -2.49725], [-0.04927, 1.88949, -1.25392], [-0.65324, 2.87673, -0.50467], [-1.02733, 3.89015, -1.23250], [-0.83235, 2.74954, 0.93358], [-1.49568, 3.71486, 1.69880], [-1.62853, 3.55398, 2.99976], [-1.12421, 2.48192, 3.58463], [-0.46613, 1.50884, 2.83082], [-0.33263, 1.65248, 1.51633], [-0.82735, 4.18476, -3.24353], [0.31452, 1.86587, -3.37638], [-1.90835, 4.60353, 1.23534], [-1.23765, 2.38178, 4.65695], [-0.04867, 0.62389, 3.29424], [1.83613, -1.29414, 0.80852], [2.73659, -0.26182, 0.27971], [3.10705, 0.87088, 1.06005], [3.91729, 1.85226, 0.53205], [4.37552, 1.74171, -0.78956], [4.01246, 0.64776, -1.58850], [3.20964, -0.34268, -1.06617], [5.21820, 2.76703, -1.31682], [5.87746, 3.61540, -1.72534], [1.78482, -1.36451, 1.89457], [1.93868, -2.27325, 0.34666], [2.79642, 0.93074, 2.09687], [4.21648, 2.70462, 1.12775], [4.38256, 0.57981, -2.60309], [2.99366, -1.22753, -1.65535], [-0.65203, -3.59893, 1.28543], [-1.81233, -3.62086, 0.40934], [-2.69028, -4.65734, 0.31918], [-3.63359, -4.31487, -0.60682], [-3.32179, -3.07501, -1.06740], [-4.07663, -2.34610, -2.08338], [-2.20131, -2.64991, -0.44438], [-1.53962, -0.91552, -0.73407], [-0.77001, -4.36698, 2.04446], [-0.57044, -2.62993, 1.77124], [0.25453, -3.80932, 0.71982], [-2.59479, -5.55521, 0.90751], [-4.48967, -4.86944, -0.95483], [-4.99274, -2.88738, -2.29980], [-3.50069, -2.26030, -3.00363], [-4.33782, -1.35160, -1.72724]], "forces_ev_per_angstrom": [[-0.212, 0.563, 0.507], [0.191, -0.271, -0.165], [-0.058, 0.187, -0.138], [0.263, -0.479, 0.438], [0.051, 0.023, -0.394], [-0.110, 0.114, 0.264], [-0.262, 0.375, 0.468], [0.316, -0.408, -0.380], [-0.290, 0.415, 0.457], [0.194, -0.217, -0.378], [-0.016, -0.025, 0.298], [0.245, -0.416, -0.705], [-0.006, 0.011, -0.020], [-0.022, 0.072, -0.034], [-0.009, 0.005, 0.036], [-0.003, -0.002, -0.003], [-0.022, -0.010, -0.021], [0.206, -0.060, -0.114], [0.287, 0.076, 0.029], [-0.079, -0.018, -0.009], [0.014, 0.063, -0.072], [-0.143, -0.109, 0.159], [-0.007, 0.043, -0.072], [-0.003, -0.039, 0.009], [0.114, 0.152, -0.079], [-0.065, -0.073, 0.000], [-0.167, 0.110, 0.001], [-0.117, 0.055, -0.087], [-0.049, -0.003, -0.017], [0.023, -0.032, 0.025], [0.042, -0.027, 0.022], [-0.045, 0.016, -0.002], [0.315, -0.030, 0.150], [-0.150, 0.205, -0.202], [-0.155, -0.114, -0.087], [0.023, -0.194, 0.116], [0.282, 0.079, 0.135], [-0.221, 0.280, -0.374], [0.229, -0.163, 0.177], [-0.476, -0.021, -0.119], [-0.067, 0.012, -0.003], [-0.084, 0.005, 0.011], [-0.083, -0.031, -0.048], [0.038, 0.029, 0.008], [-0.003, 0.054, -0.031], [0.022, -0.065, 0.084], [0.071, -0.081, 0.062], [-0.003, -0.053, 0.098]]}